Computed, not measured: a 4-piece molecular cluster, C18H39F3IN2O16P3 overall, with ωB97M-V/def2-TZVPD.

Structure (ORCA input):
```
! RIJCOSX wB97M-V def2-TZVPD def2/J DEFGRID3
* xyz 0 1
C 0.22537 -6.80128 0.88719
C 0.02275 -5.27578 0.42159
C -0.71426 -5.08841 -0.99489
I -1.83133 -3.18143 -0.84162
C -1.77039 -6.23517 -1.36044
O -1.43364 -7.39966 -1.71711
O -3.20409 -5.98563 -1.35521
C -3.78336 -6.25662 -0.07281
F -2.86714 -6.21039 1.03028
C -4.87086 -5.05264 0.20445
N -6.24401 -5.62903 0.05497
C -7.18363 -4.76395 0.85105
N -4.54452 -7.53971 0.01176
C -4.06696 -8.42914 1.08167
O -3.04922 -9.12827 1.07805
F -4.86436 -8.42769 2.28113
C -4.68651 -8.21720 -1.27821
O -4.14488 -9.26772 -1.63962
F -5.51980 -7.55778 -2.25198
H -0.60994 -7.17352 1.59524
H 1.18750 -6.82068 1.53236
H 0.40092 -7.54113 0.03718
H -0.48122 -4.69192 1.27832
H 1.07607 -4.82054 0.30629
H 0.01925 -4.92384 -1.87209
H -4.68730 -4.56491 1.22961
H -4.73534 -4.28225 -0.62806
H -6.53778 -5.59205 -0.93903
H -6.83096 -3.66736 0.76443
H -8.23612 -4.92398 0.43584
H -7.07867 -5.09380 1.95142
C 2.19102 1.26400 -2.40098
O 1.36896 0.55778 -1.47579
P 2.21938 -0.05838 -0.10904
O 1.13314 -1.08434 0.17188
O 1.91502 1.33396 0.71343
C 0.58715 1.83933 0.76667
O 3.17958 -0.62187 1.19688
C 4.31208 0.17740 1.54152
H 1.56451 1.63511 -3.21354
H 2.67344 2.11354 -1.90731
H 2.95094 0.59506 -2.81255
H -0.16143 1.05964 0.62179
H 0.46414 2.60706 -0.00202
H 0.42989 2.30286 1.74142
H 3.99666 1.05249 2.11211
H 4.84786 0.49007 0.64620
H 4.98120 -0.41771 2.16645
C -3.99720 4.83457 -2.98790
O -3.51538 4.22970 -1.78977
P -2.32659 5.16117 -0.96026
O -1.80974 3.94065 -0.21783
O -3.50973 5.90130 -0.08617
C -4.49405 5.11163 0.56470
O -1.15151 6.17990 -0.23233
C -1.31337 7.58234 -0.43524
H -4.75822 4.18700 -3.42533
H -4.44374 5.80919 -2.76730
H -3.17839 4.95573 -3.70105
H -4.14415 4.10016 0.77398
H -5.38902 5.06372 -0.06326
H -4.76059 5.59524 1.50531
H -2.09676 7.97056 0.21966
H -1.55817 7.79548 -1.47718
H -0.37579 8.08075 -0.18235
C 6.62071 5.03714 -1.59832
O 5.83210 4.32984 -0.64341
P 6.72731 3.72750 0.70017
O 5.65788 2.69616 1.01951
O 6.43725 5.12234 1.52494
C 5.10876 5.61663 1.61471
O 7.72902 3.17758 1.98104
C 8.86429 3.98370 2.29137
H 5.96693 5.39884 -2.39311
H 7.11165 5.89303 -1.12478
H 7.37230 4.37147 -2.02922
H 4.36309 4.82959 1.49600
H 4.95679 6.38002 0.84542
H 4.97758 6.08343 2.59168
H 8.55892 4.85938 2.86858
H 9.37541 4.29715 1.37962
H 9.55324 3.39458 2.89922
*
```

Computed properties:
* SMILES string: CC[C@H](I)C(=O)O[C@@](F)(CNC)N(C(=O)F)C(=O)F.COP(=O)(OC)OC.COP(=O)(OC)OC.COP(=O)(OC)OC



Computed, not measured: C18H39MgN7O3S as an isolated structure, with ωB97M-V/def2-TZVPD.

Structure (ORCA input):
```
! RIJCOSX wB97M-V def2-TZVPD def2/J DEFGRID3
* xyz 2 1
Mg -0.09431 0.82487 -1.20180
N -1.07144 -1.37625 -4.63046
C -0.52956 -0.67742 -3.62601
O -0.94501 -0.80788 -2.45812
C 0.63492 0.21714 -3.96311
C 0.69149 1.43682 -3.03814
H -1.88294 -1.95277 -4.48063
H -0.77508 -1.22405 -5.57852
H 0.59818 0.47485 -5.02636
H 1.52833 -0.39993 -3.81180
H 0.07033 2.23204 -3.46476
H 1.71230 1.81649 -3.02588
N 4.27648 0.58393 1.91891
C 3.46160 1.85331 1.87701
C 3.52542 2.46991 0.48454
C 2.70502 3.78429 0.41322
N 1.94755 3.82188 -0.83453
C 1.73317 3.88962 1.58639
C 1.00572 2.58691 1.92401
N 0.05835 2.14494 0.85537
C 2.03208 1.48532 2.28126
H 5.22236 0.72413 1.56152
H 3.81002 -0.14234 1.32719
H 4.34249 0.22496 2.87049
H 3.91425 2.53197 2.60103
H 3.10843 1.76693 -0.24469
H 4.56430 2.67326 0.21491
H 3.40309 4.62558 0.48720
H 2.56935 3.83068 -1.63482
H 1.40515 4.67873 -0.89072
H 1.00565 4.67715 1.37429
H 2.28094 4.20634 2.47602
H 0.42298 2.79633 2.82261
H -0.24205 2.95398 0.31754
H -0.77847 1.79914 1.31474
H 1.74678 0.58896 1.72816
H 1.99748 1.26593 3.35080
C 0.62979 -2.72375 1.76568
N 0.39644 -3.10441 0.39213
C -0.36213 -4.31214 0.04763
C -0.30181 -4.32783 -1.48667
N 0.73632 -3.33814 -1.74974
C 1.03095 -2.60779 -0.67394
S 2.07596 -1.28611 -0.72093
H -0.11750 -3.20931 2.39028
H 0.53681 -1.64416 1.87749
H 1.61667 -3.03928 2.11160
H -1.38262 -4.23721 0.42399
H 0.10973 -5.19674 0.48083
H -1.24663 -4.01467 -1.93681
H -0.03355 -5.30323 -1.88577
H 1.03372 -3.08824 -2.67623
O -2.15797 1.30450 -0.73992
C -2.43842 0.22296 -0.25605
O -1.48838 -0.57154 0.21408
C -3.84020 -0.34125 -0.05793
N -3.70132 -1.74729 0.36799
C -4.31288 -1.91127 1.71228
C -4.21934 -0.51842 2.32342
C -4.51645 0.38904 1.12829
H -4.39945 -0.20029 -0.98055
H -2.00426 -1.43128 0.38543
H -4.10717 -2.38707 -0.30111
H -3.76648 -2.66458 2.27966
H -5.35562 -2.22794 1.64384
H -3.21159 -0.34058 2.70791
H -4.92495 -0.37966 3.13840
H -4.14377 1.40513 1.24667
H -5.58924 0.44679 0.95120
*
```

Computed properties:
* energy relative to the best compared isomer or geometry (same formula, charge and spin): 19.5 kJ/mol



Computed, not measured: C18H40BF9N4O6PS2 as an isolated structure, with ωB97M-V/def2-TZVPD.

Structure (ORCA input):
```
! RIJCOSX wB97M-V def2-TZVPD def2/J DEFGRID3
* xyz -1 1
N 1.06281 -1.46998 5.00470
C 0.62259 -2.14843 3.78317
P 1.51946 -1.60307 2.20031
C 0.33919 -0.11193 1.81100
C 1.11692 0.91978 0.94957
C 0.65433 2.41074 1.14714
C 0.58104 3.24776 -0.16611
C 1.94797 3.93573 -0.55749
F 2.93077 3.12937 -0.09094
F 1.94456 3.97901 -1.93304
C 1.93463 5.36214 0.08217
F 1.45375 5.34370 1.34017
F 1.07427 6.14267 -0.60946
S 3.59943 6.24812 0.15757
F 3.08437 7.37238 -0.89695
F 4.21019 5.41168 -1.06708
F 4.16763 5.24049 1.26829
F 3.05319 7.19681 1.36469
F 4.99805 7.04696 0.24902
O 0.74287 -2.77224 1.13993
C 1.85889 -3.13083 0.31466
C 3.27888 -3.11645 1.11694
N 4.43731 -2.43120 0.44684
C 4.88267 -1.51903 1.08789
S 5.15068 -0.02789 1.60120
B 3.83976 -4.63420 1.28709
O 3.70492 -5.50832 0.18023
O 4.47112 -5.10648 2.44375
O 2.91701 -2.67654 2.41781
H 2.05690 -1.59551 5.16773
H 0.82015 -0.48180 5.00086
H -0.49004 -2.10084 3.64929
H 0.86749 -3.22987 3.92276
H 2.20246 -0.61356 3.03426
H 2.20863 -1.22619 0.97216
H -0.06851 0.35804 2.73751
H -0.52530 -0.50756 1.21666
H 0.94086 0.65919 -0.12124
H 2.21699 0.90393 1.12875
H 1.24764 2.90756 1.94848
H -0.38384 2.36628 1.55790
H -0.16317 4.06400 -0.02469
H 0.20027 2.61122 -0.99222
H 1.57767 -4.16205 -0.01313
H 1.93115 -2.59146 -0.66297
H 4.26740 -5.19354 -0.54346
H 5.42045 -4.91669 2.38918
C -3.96181 -4.59828 1.89296
C -3.97027 -3.20238 2.50772
C -4.70066 -2.15722 1.64389
O -3.95547 -1.69120 0.53180
C -4.02277 -2.51492 -0.61580
N -2.59021 -2.80476 2.79496
H -3.26590 -4.68112 1.05765
H -3.65592 -5.33599 2.63685
H -4.95834 -4.87708 1.53874
H -4.50999 -3.27094 3.45865
H -4.87732 -1.27363 2.26459
H -5.68864 -2.51819 1.32586
H -5.00705 -2.98045 -0.72945
H -3.24406 -3.27998 -0.58491
H -3.83402 -1.88784 -1.48896
H -2.59675 -1.91353 3.28552
H -2.14737 -2.58360 1.90308
C -1.51042 1.20141 -6.23258
C -2.54479 0.79024 -5.18980
C -3.00505 1.95278 -4.29173
O -2.08385 2.30800 -3.27632
C -1.05484 3.19100 -3.68782
N -2.00886 -0.32570 -4.40364
H -0.52380 1.36601 -5.79855
H -1.40108 0.41813 -6.98497
H -1.81526 2.11595 -6.74752
H -3.42563 0.43143 -5.73254
H -3.90831 1.63112 -3.76451
H -3.28678 2.83237 -4.88548
H -1.40422 3.91346 -4.43160
H -0.20440 2.62695 -4.07743
H -0.71190 3.73876 -2.81004
H -2.73170 -0.65703 -3.76945
H -1.29901 0.05438 -3.78006
*
```



Ordered gap between HOMO and LUMO results: 5.9, 7.7, 6.1; unit eV.
Ordered LUMO results: -2.8, -4.9, 1.9; unit eV.
Ordered electronic energy results: -3643.6184, -1916.2345, -3441.6097; unit Eh.